Record 1
Formula: C25H18Br2IrN3O3
Source: OMol25
Level of theory: ωB97M-V/def2-TZVPD

Properties
energy = -6605.61345 Eh
frontier orbital gap (spin up / spin down) = 7.10 / 5.12 eV
lowest unoccupied orbital energy (spin up / spin down) = -3.5442 / -5.4783 eV
HOMO (spin up / spin down) = -10.642 / -10.597 eV
expectation value of S² = 0.77
ΔE to the lowest compared entry with this formula, charge and spin = 119.3 kJ/mol
strongest force on any atom = 2.15 eV Å⁻¹

ORCA input file:
```
! wB97M-V def2-TZVPD RIJCOSX def2/J DEFGRID3
* xyz 1 2
Ir 0.19 0.05 -0.11
Br 5.29 0.11 0.35
Br 4.95 -0.47 -5.26
O 2.19 0.06 0.08
O 0.51 -1.89 0.05
O 0.67 2.09 0.09
N -1.72 -0.80 -0.06
N -0.47 0.50 1.81
N 0.75 -0.07 -2.06
C 2.67 -0.29 -3.52
C 0.44 0.81 2.66
C 4.08 -0.31 -3.59
C 0.16 -2.60 -1.05
C 2.63 1.80 3.16
C -2.09 -1.80 -0.76
C 1.11 -3.36 -1.74
C 1.78 -0.40 -4.61
C 1.57 1.62 2.28
C 3.66 2.67 2.83
C 2.85 -0.04 -1.06
C 1.56 2.30 1.00
C -1.74 -0.13 2.21
C 2.10 -0.15 -2.25
C -0.59 -4.09 -3.31
C -0.06 -0.15 -3.09
C 0.74 -4.07 -2.86
C 4.22 -0.05 -1.20
C -2.59 -0.22 0.95
C 3.62 3.40 1.64
C 0.43 -0.33 -4.39
C -1.16 -2.59 -1.52
C -1.54 -3.37 -2.63
C 2.59 3.24 0.75
C 4.83 -0.19 -2.46
H -1.56 -1.10 2.68
H -3.14 -2.11 -0.72
H -3.48 -0.83 1.13
H -1.12 -0.07 -2.89
H -2.57 -3.37 -2.95
H -0.28 -0.41 -5.21
H 5.91 -0.19 -2.52
H 2.65 1.26 4.09
H -2.89 0.78 0.62
H 0.33 0.56 3.72
H 2.54 3.78 -0.19
H -2.26 0.51 2.93
H 2.12 -3.37 -1.37
H 4.42 4.09 1.41
H -0.87 -4.67 -4.18
H 1.49 -4.63 -3.41
H 2.17 -0.52 -5.61
H 4.50 2.78 3.51
*
```

Atom charges from the natural (NBO) analysis, given in e for atoms 1 to 8:
1 Ir 1.4024
2 Br 0.1119
3 Br 0.1025
4 O -0.6484
5 O -0.6546
6 O -0.6066
7 N -0.4386
8 N -0.4705

=====

Record 2
Formula: C21H31N3O3
Source: OMol25
Level of theory: ωB97M-V/def2-TZVPD

Properties
energy = -1208.74841 Eh
frontier orbital gap = 9.37 eV
lowest unoccupied orbital energy = 0.5116 eV
HOMO = -8.863 eV
ΔE to the lowest compared entry with this formula, charge and spin = 352.0 kJ/mol
strongest force on any atom = 0.63 eV Å⁻¹
SMILES string = Cc1ccc(C(C)C)c(OC[C@](C#N)(C[C@H](O)CN)[C@@H](C#N)C[C@@H](C)O)c1

ORCA input file:
```
! wB97M-V def2-TZVPD RIJCOSX def2/J DEFGRID3
* xyz 0 1
O 0.46 1.12 -0.92
O -2.71 -1.88 2.41
O 1.35 -0.66 4.58
N -1.23 2.99 1.63
N -0.13 -2.63 0.43
N -3.12 -3.87 0.46
C -3.35 -1.41 1.24
C 3.37 -0.71 -3.26
C 0.69 0.47 3.98
C 2.70 0.42 -3.71
C 1.05 2.30 -3.49
C 3.09 -1.22 -1.99
C 1.42 0.51 -1.72
C 1.72 1.05 -2.96
C -1.10 -0.20 0.53
C -2.63 -0.16 0.73
C -3.52 -2.51 0.12
C 3.80 -2.44 -1.45
C 1.39 3.53 -2.61
C 0.18 1.40 5.07
C -0.30 0.55 1.63
C -0.57 -1.57 0.47
C -0.43 -0.02 3.06
C -0.47 2.16 -3.69
C -0.73 1.95 1.64
C 2.11 -0.59 -1.24
C -0.80 0.49 -0.85
H 2.29 3.34 -2.02
H -4.36 -1.09 1.51
H 4.88 -2.29 -1.40
H -3.30 -2.48 2.87
H -0.72 1.14 -3.98
H -0.90 -0.24 -1.66
H -3.09 0.05 -0.24
H 1.49 2.50 -4.47
H -1.40 0.24 3.48
H -0.65 0.94 5.61
H -1.00 2.44 -2.78
H 1.88 -0.97 -0.25
H 2.96 0.81 -4.69
H -1.56 1.26 -1.01
H -2.95 -2.21 -0.75
H 1.60 4.41 -3.22
H 3.41 -2.69 -0.47
H -3.64 -4.22 1.26
H -2.14 -3.90 0.71
H -0.80 2.82 -4.49
H 3.58 -3.30 -2.09
H -0.37 -1.10 3.02
H 1.44 1.04 3.40
H -0.15 2.34 4.62
H 0.57 3.76 -1.93
H 4.13 -1.19 -3.87
H 0.98 1.62 5.78
H 2.28 -0.64 4.34
H 0.76 0.53 1.38
H -2.89 0.69 1.36
H -4.58 -2.56 -0.13
*
```

Atom charges from the natural (NBO) analysis, given in e for atoms 1 to 8:
1 O -0.5603
2 O -0.7255
3 O -0.7295
4 N -0.3281
5 N -0.3414
6 N -0.8188
7 C 0.0773
8 C -0.2219

=====

Record 3
Formula: C3H10N2
Source: OMol25
Level of theory: ωB97M-V/def2-TZVPD

Properties
energy = -229.72430 Eh
frontier orbital gap = 9.46 eV
lowest unoccupied orbital energy = 1.1361 eV
HOMO = -8.321 eV
ΔE to the lowest compared entry with this formula, charge and spin = 223.1 kJ/mol
strongest force on any atom = 3.20 eV Å⁻¹
SMILES string = C=N.CCN

ORCA input file:
```
! wB97M-V def2-TZVPD RIJCOSX def2/J DEFGRID3
* xyz 0 1
N -1.77 -1.57 1.46
N -0.08 -0.57 -0.93
C 0.91 0.41 -1.49
C -1.82 -0.32 1.67
C 1.66 1.05 -0.33
H 1.99 0.30 0.44
H -2.03 -2.06 2.39
H 0.89 1.67 0.17
H -1.46 0.01 2.57
H 2.46 1.64 -0.75
H 0.37 1.20 -2.03
H -0.04 -1.12 -0.06
H -1.89 0.49 0.89
H 1.41 -0.08 -2.31
H -0.60 -1.05 -1.68
*
```

Atom charges from the natural (NBO) analysis, given in e for atoms 1 to 8:
1 N -0.6278
2 N -0.9162
3 C -0.1998
4 C -0.0263
5 C -0.6168
6 H 0.2051
7 H 0.3423
8 H 0.2080

=====

In order of appearance, molar mass = 760.46 373.50 74.13 g/mol.